[1]
# C2H2NOS2

The ion C2H2NOS2 with charge -1 in a non-equilibrium geometry (ωB97M-V/def2-TZVPD, the OMol25 dataset).

XYZ file:
```
8
Properties=species:S:1:pos:R:3:forces:R:3:nbo_charge:R:1
N 1.136 -0.423 -0.204 -1.03 0.33 0.30 -0.751
C 0.155 0.257 0.326 3.15 4.29 4.13 0.306
S 0.572 1.786 1.768 -0.51 -3.42 -3.08 -0.559
C -1.240 0.104 -0.080 -1.94 -1.26 -1.54 0.213
O -2.175 0.724 0.393 0.74 0.15 0.33 -0.552
S -1.364 -1.083 -1.338 -0.37 -0.26 -0.32 -0.493
H 0.822 -1.091 -0.923 0.05 -0.02 -0.02 0.424
H 2.095 -0.273 0.060 -0.09 0.20 0.20 0.411
```
Positions in Å, forces in eV/Å.

Results
Frontier orbital gap (alpha / beta): 0.262 / 0.262 Ha
Structure (SMILES): NC(=S)C([O-])=S
Total charge: -1
Energy: -27314.5960 eV
Highest occupied orbital energy (alpha / beta): -4.00 / -4.00 eV
F_max: 6.7 eV/Å
ΔE to the lowest compared entry with this formula, charge and spin: 36.33 kcal per mole

[2]
# C2H2O2

An isolated molecule of C2H2O2 (ωB97M-V/def2-TZVPD, the OMol25 dataset).

XYZ file:
```
6
Properties=species:S:1:pos:R:3:forces:R:3:nbo_charge:R:1
O -0.479 1.083 -1.360 0.21 -0.63 0.52 -0.461
C -0.550 0.315 -0.436 -0.12 0.32 -0.23 0.342
C 0.599 -0.319 0.343 -0.10 -0.12 0.51 0.324
O 0.380 -0.477 1.522 0.37 -0.04 -0.55 -0.466
H -1.482 0.023 0.079 -0.32 0.23 -0.23 0.122
H 1.541 -0.633 -0.139 -0.04 0.24 -0.02 0.139
```
Positions in Å, forces in eV/Å.

Results
Frontier orbital gap: 0.352 Ha
Structure (SMILES): O=CC=O
Total charge: 0
Energy: -6199.9427 eV
Highest occupied orbital energy: -10.26 eV
F_max: 0.8 eV/Å
ΔE to the lowest compared entry with this formula, charge and spin: 2.58 kcal per mole

[3]
# C2H2O2P2

A structure of composition C2H2O2P2 in a non-equilibrium geometry (ωB97M-V/def2-TZVPD, the OMol25 dataset).

XYZ file:
```
8
Properties=species:S:1:pos:R:3:forces:R:3:nbo_charge:R:1
C 1.014 -0.365 1.355 0.85 -1.93 1.82 -0.395
C 0.555 0.415 0.443 0.16 2.52 -2.31 -0.545
O -2.523 -0.633 -1.507 -0.71 -0.27 0.09 -0.995
O -0.692 1.015 -1.789 0.08 0.20 0.20 -1.093
P -1.073 -0.547 -1.477 0.15 -0.21 -0.62 1.580
P 0.336 1.688 -0.672 0.43 -1.68 1.48 0.998
H 1.860 -1.110 1.328 -0.70 1.09 -0.68 0.230
H 0.523 -0.463 2.320 -0.25 0.29 0.03 0.220
```
Positions in Å, forces in eV/Å.

Results
Frontier orbital gap: 0.322 Ha
Total charge: 0
Energy: -24777.7489 eV
Highest occupied orbital energy: -9.34 eV
F_max: 3.4 eV/Å
ΔE to the lowest compared entry with this formula, charge and spin: 4.51 kcal per mole

[4]
# C2H2O2P2S

An isolated molecule of C2H2O2P2S in a non-equilibrium geometry (ωB97M-V/def2-TZVPD, the OMol25 dataset).

XYZ file:
```
9
Properties=species:S:1:pos:R:3:forces:R:3:nbo_charge:R:1
C 0.931 0.027 -0.167 2.31 -1.58 0.45 -0.516
C -0.524 -0.316 0.219 0.16 5.17 -1.60 -1.050
O -1.933 2.331 0.395 0.07 0.09 -0.06 -0.965
O -0.333 -2.789 -0.236 0.71 -1.02 -0.26 -1.003
P -0.828 1.421 0.126 1.03 -1.41 0.48 1.718
P -1.393 -1.842 0.124 -0.76 0.56 0.19 1.356
S 1.298 1.943 -0.119 -3.61 -2.55 0.04 -0.028
H 1.375 -0.347 0.765 1.09 0.05 -0.69 0.235
H 1.406 -0.428 -1.107 -1.01 0.68 1.44 0.253
```
Positions in Å, forces in eV/Å.

Results
Frontier orbital gap: 0.298 Ha
Total charge: 0
Energy: -35612.5013 eV
Highest occupied orbital energy: -9.67 eV
F_max: 5.4 eV/Å
ΔE to the lowest compared entry with this formula, charge and spin: 8.76 kcal per mole

[5]
# C2H2O2PZn

A structure of composition C2H2O2PZn in a non-equilibrium geometry (ωB97M-V/def2-TZVPD, the OMol25 dataset).

XYZ file:
```
8
Properties=species:S:1:pos:R:3:forces:R:3:nbo_charge:R:1
P -1.503 -1.086 -0.959 1.50 2.00 0.49 1.202
O -0.606 0.317 -1.257 -0.99 0.25 2.44 -0.786
C -0.074 0.829 0.146 -0.04 -0.40 -1.77 -0.212
H -0.818 1.159 0.909 -0.22 -0.39 -0.87 0.256
H 0.600 1.680 0.005 -0.06 -0.49 -0.48 0.251
C 0.490 -0.467 0.608 -1.78 -0.14 0.28 0.063
O -0.424 -1.383 0.401 0.80 -0.61 -0.25 -0.694
Zn 2.336 -1.049 0.146 0.80 -0.23 0.16 0.919
```
Positions in Å, forces in eV/Å.

Results
Frontier orbital gap (alpha / beta): 0.219 / 0.244 Ha
Total charge: +1
Energy: -63896.4444 eV
Highest occupied orbital energy (alpha / beta): -12.80 / -13.11 eV
F_max: 2.6 eV/Å

[6]
# C2H2O2Pt

A structure of composition C2H2O2Pt in a non-equilibrium geometry (ωB97M-V/def2-TZVPD, the OMol25 dataset).

XYZ file:
```
7
Properties=species:S:1:pos:R:3:forces:R:3:mulliken_spin:R:1
H 0.970 0.095 -1.349 1.89 -1.54 1.49 -0.009
O -1.313 0.441 0.493 2.17 4.29 -2.74 0.335
C -0.128 0.730 -0.105 -2.48 0.98 4.10 0.109
C 0.845 -0.250 -0.203 -1.25 -0.93 -3.35 0.276
O 0.523 -1.499 0.154 3.36 1.60 -2.31 0.382
H 0.201 1.783 -0.127 -0.73 -0.37 -0.84 -0.004
Pt -1.098 -1.300 1.136 -2.96 -4.04 3.65 0.911
```
Positions in Å, forces in eV/Å.

Results
Frontier orbital gap (alpha / beta): 0.264 / 0.264 Ha
Spin multiplicity: 3
Total charge: 0
Energy: -9441.2913 eV
Highest occupied orbital energy (alpha / beta): -7.90 / -9.05 eV
F_max: 6.2 eV/Å
ΔE to the lowest compared entry with this formula, charge and spin: 0.00 kcal per mole

[7]
# C2H2O2S

A cluster of 2 separate species, C2H2O2S in total in a non-equilibrium geometry (ωB97M-V/def2-TZVPD, the OMol25 dataset).

XYZ file:
```
7
Properties=species:S:1:pos:R:3:forces:R:3:nbo_charge:R:1
C -0.672 1.835 -0.657 0.24 0.69 0.67 1.028
C -0.159 -0.951 0.751 -3.00 -1.30 -0.19 -0.490
O -0.887 2.485 0.247 -0.90 1.50 2.47 -0.508
O -0.381 1.267 -1.588 0.66 -2.20 -3.10 -0.521
S 1.013 -1.911 0.255 3.40 1.25 -0.05 0.276
H -0.941 -1.803 0.553 -0.04 1.63 0.65 0.123
H 2.027 -0.921 0.440 -0.37 -1.57 -0.45 0.091
```
Positions in Å, forces in eV/Å.

Results
Frontier orbital gap: 0.345 Ha
Total charge: 0
Energy: -17033.9250 eV
Highest occupied orbital energy: -9.56 eV
F_max: 3.9 eV/Å
ΔE to the lowest compared entry with this formula, charge and spin: 48.42 kcal per mole

[8]
# C2H2O2S

An isolated molecule of C2H2O2S in a non-equilibrium geometry (ωB97M-V/def2-TZVPD, the OMol25 dataset).

XYZ file:
```
7
Properties=species:S:1:pos:R:3:forces:R:3:nbo_charge:R:1
C 1.736 0.035 0.020 -1.20 -0.51 -0.28 0.121
C 0.296 0.090 -0.059 -2.00 -0.71 1.82 -0.136
O 4.192 0.735 0.019 -2.59 -4.59 0.00 -0.829
O 1.189 1.228 -0.096 1.09 0.26 -0.56 -0.366
S 3.135 -0.752 0.033 2.97 5.41 0.11 0.785
H -0.308 -0.225 -0.938 0.85 0.61 0.41 0.217
H -0.296 0.131 0.920 0.87 -0.47 -1.49 0.208
```
Positions in Å, forces in eV/Å.

Results
Frontier orbital gap (alpha / beta): 0.317 / 0.317 Ha
Total charge: 0
Energy: -17031.5951 eV
Highest occupied orbital energy (alpha / beta): -9.02 / -9.02 eV
F_max: 6.2 eV/Å
ΔE to the lowest compared entry with this formula, charge and spin: 102.15 kcal per mole

[9]
# C2H2O2S2

A cluster of 2 separate species, C2H2O2S2 in total in a non-equilibrium geometry (ωB97M-V/def2-TZVPD, the OMol25 dataset).

XYZ file:
```
8
Properties=species:S:1:pos:R:3:forces:R:3:nbo_charge:R:1
C -1.836 0.182 -0.197 -0.31 -0.06 0.68 -0.218
C -1.550 -0.861 0.306 -0.25 0.18 -0.79 -0.247
O 2.549 -0.739 -1.008 -0.43 0.14 0.46 -0.780
O 1.449 1.940 -0.256 -0.07 0.28 0.09 -0.794
S 1.745 -0.865 0.229 0.25 0.40 0.04 0.766
S 1.045 1.019 0.817 0.73 -0.69 -0.50 0.812
H -2.150 1.162 -0.384 -0.17 0.75 -0.50 0.234
H -1.252 -1.839 0.493 0.24 -1.00 0.51 0.228
```
Positions in Å, forces in eV/Å.

Results
Frontier orbital gap (alpha / beta): 0.296 / 0.287 Ha
Total charge: 0
Energy: -27867.2993 eV
Highest occupied orbital energy (alpha / beta): -9.53 / -9.37 eV
F_max: 1.1 eV/Å
ΔE to the lowest compared entry with this formula, charge and spin: 99.31 kcal per mole

[10]
# C2H2O2S2

An isolated molecule of C2H2O2S2 in a non-equilibrium geometry (ωB97M-V/def2-TZVPD, the OMol25 dataset).

XYZ file:
```
8
Properties=species:S:1:pos:R:3:forces:R:3:nbo_charge:R:1
O 2.218 0.548 0.410 1.26 0.70 0.85 -0.885
S 1.434 -0.621 0.161 1.90 -2.06 -0.95 1.752
O 2.119 -1.721 -0.532 -1.43 1.33 0.83 -0.863
C 0.117 0.362 -0.747 -4.26 -1.58 0.06 -0.408
C -1.546 0.079 0.102 4.11 2.44 -1.88 -0.507
S -0.567 1.687 -0.111 -1.43 -0.21 0.60 0.470
H -2.531 -0.010 -0.304 0.04 -0.04 -0.70 0.236
H -1.242 -0.324 1.020 -0.18 -0.57 1.19 0.205
```
Positions in Å, forces in eV/Å.

Results
Frontier orbital gap (alpha / beta): 0.274 / 0.275 Ha
Structure (SMILES): O=S(=O)=C1CS1
Total charge: 0
Energy: -27866.2148 eV
Highest occupied orbital energy (alpha / beta): -9.67 / -9.68 eV
F_max: 5.1 eV/Å
ΔE to the lowest compared entry with this formula, charge and spin: 124.32 kcal per mole

[11]
# C2H2O3

A cluster of 2 separate species, C2H2O3 in total in a non-equilibrium geometry (ωB97M-V/def2-TZVPD, the OMol25 dataset).

XYZ file:
```
7
Properties=species:S:1:pos:R:3:forces:R:3:nbo_charge:R:1
C 0.742 0.961 -0.911 2.51 -3.42 0.00 0.306
C -0.305 -1.047 1.258 1.17 0.41 0.30 0.487
O -0.395 0.714 -0.759 -2.54 0.20 0.33 -0.498
O -1.509 -0.805 1.725 -0.83 1.23 1.33 -0.251
O -1.191 -1.796 0.703 -0.37 -1.78 -1.55 -0.241
H 1.503 0.098 -0.842 -0.52 0.97 0.09 0.087
H 1.154 1.876 -1.174 0.58 2.39 -0.50 0.109
```
Positions in Å, forces in eV/Å.

Results
Frontier orbital gap: 0.402 Ha
Total charge: 0
Energy: -8242.2833 eV
Highest occupied orbital energy: -10.36 eV
F_max: 4.2 eV/Å
ΔE to the lowest compared entry with this formula, charge and spin: 145.60 kcal per mole

[12]
# C2H2O3

A cluster of 2 separate species, C2H2O3 in total in a non-equilibrium geometry (ωB97M-V/def2-TZVPD, the OMol25 dataset).

XYZ file:
```
7
Properties=species:S:1:pos:R:3:forces:R:3:nbo_charge:R:1
C -0.130 1.728 1.708 0.13 0.89 0.24 0.500
C -0.210 -1.004 -0.726 0.40 -2.38 1.33 0.204
O 0.103 2.795 2.006 -0.16 -0.91 -0.26 -0.502
O 0.372 -0.054 -1.424 0.65 2.04 -1.74 -0.255
O 1.127 -0.656 -0.333 -0.95 -0.12 0.47 -0.255
H -1.064 -0.801 -0.086 0.24 0.48 0.25 0.160
H -0.198 -2.008 -1.144 -0.31 0.01 -0.28 0.147
```
Positions in Å, forces in eV/Å.

Results
Frontier orbital gap: 0.425 Ha
Total charge: 0
Energy: -8244.4158 eV
Highest occupied orbital energy: -10.60 eV
F_max: 2.8 eV/Å
ΔE to the lowest compared entry with this formula, charge and spin: 96.42 kcal per mole

[13]
# C2H2O3S

An isolated molecule of C2H2O3S in a non-equilibrium geometry (ωB97M-V/def2-TZVPD, the OMol25 dataset).

XYZ file:
```
8
Properties=species:S:1:pos:R:3:forces:R:3:nbo_charge:R:1
C 1.649 -0.588 0.182 0.76 -0.01 -1.23 0.662
C -0.755 0.604 -0.342 3.02 -2.83 2.37 -0.211
O 1.658 -1.747 -0.089 -0.93 0.03 0.36 -0.543
O -3.173 0.173 0.189 -1.50 0.06 0.04 -0.888
O 0.738 0.383 0.007 -3.17 1.51 -0.45 -0.568
S -1.854 -0.366 0.434 2.16 1.31 -1.29 1.188
H 2.554 -0.021 0.438 0.03 -0.16 0.47 0.123
H -0.816 1.562 -0.819 -0.37 0.10 -0.27 0.237
```
Positions in Å, forces in eV/Å.

Results
Frontier orbital gap: 0.331 Ha
Total charge: 0
Energy: -19081.0514 eV
Highest occupied orbital energy: -9.93 eV
F_max: 4.8 eV/Å
ΔE to the lowest compared entry with this formula, charge and spin: 78.25 kcal per mole

[14]
# C2H2O3S

A cluster of 2 separate species, C2H2O3S in total in a non-equilibrium geometry (ωB97M-V/def2-TZVPD, the OMol25 dataset).

XYZ file:
```
8
Properties=species:S:1:pos:R:3:forces:R:3:nbo_charge:R:1
O 3.167 0.892 0.452 2.80 1.35 -0.51 -0.501
C 2.200 0.320 0.584 -1.53 -0.38 0.35 1.029
O 1.192 -0.199 0.753 -1.06 -1.00 0.38 -0.529
O -0.456 0.251 -1.340 -0.54 -0.44 -0.17 -0.540
C -1.196 -0.528 -0.786 2.03 -0.78 -1.06 0.215
S -2.210 -0.113 0.515 -1.13 0.00 1.27 0.034
H -1.123 -1.652 -0.971 -0.49 1.04 -0.11 0.144
H -1.573 1.029 0.793 -0.07 0.21 -0.16 0.148
```
Positions in Å, forces in eV/Å.

Results
Frontier orbital gap: 0.394 Ha
Structure (SMILES): O=C=O.O=CS
Total charge: 0
Energy: -19084.2170 eV
Highest occupied orbital energy: -10.22 eV
F_max: 3.1 eV/Å
ΔE to the lowest compared entry with this formula, charge and spin: 5.25 kcal per mole

[15]
# C2H2O3S

An isolated molecule of C2H2O3S in a non-equilibrium geometry (ωB97M-V/def2-TZVPD, the OMol25 dataset).

XYZ file:
```
8
Properties=species:S:1:pos:R:3:forces:R:3:nbo_charge:R:1
O 1.348 -1.415 -0.185 0.60 0.06 -0.41 -0.507
C 0.735 -0.447 -0.516 0.23 -0.65 -1.07 0.680
O 0.766 0.172 -1.743 0.75 -1.22 2.09 -0.660
C -0.337 0.078 0.413 -0.91 1.04 -0.55 0.149
O -0.275 -0.385 1.645 -1.13 1.40 1.43 -0.608
S -1.425 1.046 -0.346 -0.70 0.17 1.61 -0.045
H 0.071 0.844 -1.595 -0.15 0.42 -0.81 0.470
H -0.884 0.108 2.328 1.30 -1.23 -2.30 0.521
```
Positions in Å, forces in eV/Å.

Results
Frontier orbital gap: 0.323 Ha
Structure (SMILES): O=C(O)C(O)=S
Total charge: 0
Energy: -19083.4067 eV
Highest occupied orbital energy: -9.94 eV
F_max: 2.9 eV/Å
ΔE to the lowest compared entry with this formula, charge and spin: 23.94 kcal per mole

[16]
# C2H2O3Sr

A structure of composition C2H2O3Sr in a non-equilibrium geometry (ωB97M-V/def2-TZVPD, the OMol25 dataset).

XYZ file:
```
8
Properties=species:S:1:pos:R:3:forces:R:3:nbo_charge:R:1
H -0.097 0.136 1.288 -0.99 -1.12 -0.49 0.262
O -1.035 -1.125 -0.534 -0.28 0.57 0.87 -0.118
O 0.240 -1.687 -0.200 -0.35 0.34 1.28 -0.142
C -0.576 0.108 -0.020 2.59 -2.02 -1.24 0.448
C 0.728 -0.509 0.252 -0.44 1.12 -1.17 -0.321
Sr 3.207 0.106 -0.185 0.26 -0.06 0.07 1.938
O -0.985 1.194 -0.597 -0.38 0.93 0.83 -0.608
H -1.481 1.776 -0.004 -0.41 0.24 -0.16 0.541
```
Positions in Å, forces in eV/Å.

Results
Frontier orbital gap: 0.337 Ha
Total charge: +2
Energy: -9060.3697 eV
Highest occupied orbital energy: -18.98 eV
F_max: 3.5 eV/Å
ΔE to the lowest compared entry with this formula, charge and spin: 28.69 kcal per mole

[17]
# C2H2O3Tm

A structure of composition C2H2O3Tm in a non-equilibrium geometry (ωB97M-V/def2-TZVPD, the OMol25 dataset).

XYZ file:
```
8
Properties=species:S:1:pos:R:3:forces:R:3:mulliken_spin:R:1
H 1.716 0.451 0.656 0.63 -1.27 0.25 0.009
O 0.950 1.136 -1.125 1.67 0.75 1.26 -0.005
O -0.477 0.978 -1.123 -1.88 -0.51 -0.37 0.097
C 0.997 0.119 -0.099 2.01 5.50 -5.89 0.236
C -0.321 -0.193 -0.482 3.84 -2.89 2.56 0.495
Tm -2.783 0.481 0.690 -1.33 0.23 0.58 1.009
O -0.022 -1.024 0.886 -4.49 -0.50 1.68 0.165
H -0.060 -1.949 0.598 -0.44 -1.31 -0.08 -0.006
```
Positions in Å, forces in eV/Å.

Results
Frontier orbital gap (alpha / beta): 0.294 / 0.247 Ha
Spin multiplicity: 3
Total charge: +3
Energy: -37729.3779 eV
Highest occupied orbital energy (alpha / beta): -25.52 / -24.56 eV
F_max: 8.3 eV/Å
ΔE to the lowest compared entry with this formula, charge and spin: 131.11 kcal per mole